Entry 1:
{"formula": "C15H18N4O3Tl", "method": "ωB97M-V/def2-TZVPD", "total_charge": 1, "relative_energy_kcal_mol": 0.0, "e_lumo_ev": -2.328, "elements": ["Tl", "C", "C", "O", "N", "C", "C", "C", "C", "C", "C", "N", "H", "H", "H", "H", "H", "H", "H", "H", "H", "H", "O", "C", "N", "C", "O", "C", "C", "C", "C", "N", "C", "H", "H", "H", "H", "H", "H", "H", "H"], "coordinates": [[9.524428, 8.818329, 7.797384], [6.367440, 6.132828, 5.262940], [7.407306, 7.203485, 5.362033], [8.258782, 7.229753, 6.237427], [7.341158, 8.167062, 4.420294], [8.322525, 9.215004, 4.298252], [7.870094, 10.494843, 4.965329], [7.148097, 11.444353, 4.254258], [6.709083, 12.585178, 4.907910], [7.011297, 12.737918, 6.239271], [7.720133, 11.729618, 6.875791], [8.126934, 10.632289, 6.274628], [6.483059, 5.487222, 6.142963], [6.492652, 5.569287, 4.335519], [5.356890, 6.584031, 5.287140], [6.581626, 8.144061, 3.751341], [8.579653, 9.398807, 3.254462], [9.259742, 8.898261, 4.749411], [6.929623, 11.267779, 3.231314], [6.170727, 13.365400, 4.372629], [6.761850, 13.625170, 6.825599], [7.997493, 11.829753, 7.926741], [12.334772, 5.876959, 8.541276], [13.501315, 5.587983, 7.831759], [14.638614, 6.399781, 8.141224], [14.997655, 7.572945, 7.501712], [16.081129, 8.098687, 7.618030], [13.934198, 8.234011, 6.626663], [14.324203, 8.754862, 5.407995], [13.426068, 9.420690, 4.628768], [12.119559, 9.561095, 5.073483], [11.725175, 9.072476, 6.247959], [12.619201, 8.427345, 6.997425], [12.367116, 5.583244, 9.449431], [13.244863, 5.750508, 6.791094], [13.781322, 4.516576, 8.013389], [15.422953, 6.009424, 8.645633], [15.371036, 8.671523, 5.163940], [13.697804, 9.861946, 3.684261], [11.411551, 10.126929, 4.461361], [12.288030, 8.082529, 7.976699]], "forces_ev_per_angstrom": [[-0.14, 0.07, 0.00], [-0.40, -0.10, 0.56], [-0.46, 0.43, -0.49], [0.57, -0.19, 0.54], [-0.17, -0.16, -0.49], [0.45, 0.55, 0.11], [-0.31, 0.01, -0.09], [0.25, -0.16, 0.84], [-0.16, 0.39, -0.39], [0.20, 0.35, 0.80], [-0.04, 0.52, 0.59], [0.43, -0.62, -0.59], [-0.11, 0.05, -0.44], [-0.07, -0.02, 0.15], [0.46, -0.25, -0.11], [0.22, -0.08, 0.16], [-0.36, -0.03, -0.10], [-0.06, -0.23, 0.21], [-0.11, 0.00, -0.81], [0.05, -0.23, 0.08], [-0.10, -0.27, -0.39], [-0.16, 0.01, -0.17], [-0.71, 0.55, -0.04], [0.43, -1.32, 0.09], [0.79, 0.86, -0.08], [-0.80, 0.11, -0.06], [-0.13, -0.33, 0.02], [0.19, -0.33, 0.21], [0.99, -0.18, 0.48], [-0.73, 0.45, -0.58], [0.21, 0.08, -0.10], [-0.33, 0.13, -0.09], [-0.03, -0.08, 0.61], [0.27, -0.22, 0.33], [-0.09, -0.25, -0.16], [-0.10, 0.90, -0.40], [-0.19, -0.11, 0.12], [0.13, 0.00, -0.33], [0.15, 0.01, -0.11], [0.01, -0.27, 0.34], [-0.03, -0.02, -0.25]], "nbo_charge": [0.8658, -0.7144, 0.7136, -0.7057, -0.5929, -0.2656, 0.1987, -0.2377, -0.1371, -0.2421, 0.0568, -0.5046, 0.2544, 0.2480, 0.2425, 0.4103, 0.2238, 0.2324, 0.2249, 0.2377, 0.2414, 0.2011, -0.7282, 0.0800, -0.6433, 0.6720, -0.5620, -0.1691, -0.1138, -0.2420, 0.0548, -0.5186, 0.0437, 0.4829, 0.1856, 0.1863, 0.4170, 0.2489, 0.2366, 0.1996, 0.2183]}



Entry 2:
{"formula": "C15H18NO2", "method": "ωB97M-V/def2-TZVPD", "total_charge": -1, "e_lumo_ev": 3.113, "elements": ["C", "C", "O", "C", "C", "C", "C", "O", "H", "H", "H", "H", "H", "H", "H", "H", "H", "H", "C", "C", "C", "N", "C", "C", "C", "C", "C", "C", "H", "H", "H", "H", "H", "H", "H", "H"], "coordinates": [[3.253036, -0.487430, 1.631843], [2.033959, 0.402492, 1.646866], [0.867177, -0.391609, 1.897986], [-0.244370, 0.341811, 1.702530], [-1.552110, -0.396726, 1.899764], [-2.779443, 0.272940, 1.384652], [-1.597276, -1.573634, 2.599796], [-0.197440, 1.523486, 1.379892], [4.136648, 0.154960, 1.566053], [3.347996, -1.101376, 2.530727], [3.262908, -1.138245, 0.748140], [2.120361, 1.162915, 2.439856], [1.924818, 0.904494, 0.674737], [-2.534394, 1.319700, 1.162561], [-3.137606, -0.212625, 0.460913], [-3.591784, 0.228847, 2.122674], [-2.453074, -2.250606, 2.317060], [-0.649091, -2.039221, 2.917380], [-1.207532, -1.328737, 5.240070], [-2.224848, -2.198407, 4.559233], [-3.497643, -1.603014, 4.356033], [-4.505277, -1.112047, 3.997235], [-2.205843, -3.638733, 4.771570], [-1.026124, -4.332202, 5.178076], [-1.001326, -5.721339, 5.262526], [-2.146787, -6.474783, 4.949816], [-3.329291, -5.811683, 4.585923], [-3.353726, -4.415779, 4.492644], [-0.334324, -1.871240, 5.618033], [-0.850380, -0.591981, 4.506546], [-1.640307, -0.754716, 6.079994], [-0.117215, -3.769043, 5.413745], [-0.089209, -6.231355, 5.577972], [-2.131753, -7.569282, 5.029704], [-4.240117, -6.378088, 4.376207], [-4.285951, -3.926424, 4.190284]], "forces_ev_per_angstrom": [[0.25, -0.11, -0.20], [0.33, -0.10, 0.14], [0.62, 0.34, -0.27], [-2.73, 0.19, 0.70], [1.72, 0.33, 1.04], [-0.37, 0.36, -0.20], [-0.07, -2.11, -2.83], [0.32, -0.56, -0.16], [0.00, -0.08, 0.02], [-0.11, 0.06, -0.06], [-0.09, 0.03, 0.25], [-0.07, -0.13, -0.35], [0.02, -0.01, 0.41], [-0.26, -0.24, -0.01], [0.03, 0.16, 0.14], [0.24, 0.07, -0.30], [1.10, 0.62, 0.19], [-0.58, 0.14, -0.59], [0.01, 0.88, 0.44], [-0.59, 0.08, 1.82], [-1.19, 0.60, -0.58], [1.35, -0.79, 0.82], [0.19, 0.32, -0.34], [-0.16, -0.03, -0.17], [-0.54, 0.03, -0.17], [-0.07, -0.08, 0.20], [0.50, 0.40, 0.07], [-0.14, -0.72, -0.13], [-0.27, 0.07, -0.11], [0.20, 0.14, 0.43], [0.23, -0.24, -0.13], [-0.40, -0.29, -0.11], [-0.20, 0.14, -0.10], [0.03, 0.48, -0.05], [0.29, 0.13, 0.03], [0.41, -0.08, 0.16]], "nbo_charge": [-0.6212, -0.0715, -0.5198, 0.7678, -0.2672, -0.6494, -0.2821, -0.6718, 0.2002, 0.2102, 0.2041, 0.1772, 0.1911, 0.2260, 0.1889, 0.2414, 0.1868, 0.2053, -0.5973, -0.3541, 0.3306, -0.4948, -0.0193, -0.2028, -0.2304, -0.2932, -0.2062, -0.2458, 0.1978, 0.2048, 0.1968, 0.1907, 0.1948, 0.1936, 0.1974, 0.2215]}



Entry 3:
{"formula": "C15H18O", "method": "ωB97M-V/def2-TZVPD", "relative_energy_kcal_mol": 36.5, "e_lumo_ev": 0.840, "smiles": "CCc1ccc(O)cc1.Cc1ccccc1", "elements": ["C", "C", "C", "C", "C", "C", "O", "C", "C", "H", "H", "H", "H", "H", "H", "H", "H", "H", "H", "C", "C", "C", "C", "C", "C", "C", "H", "H", "H", "H", "H", "H", "H", "H"], "coordinates": [[3.055411, -0.923650, 2.904468], [1.833656, -1.566901, 3.588940], [0.568082, -1.027862, 2.931867], [0.349550, -1.497253, 1.643174], [-0.631139, -0.979486, 0.799297], [-1.448811, 0.022483, 1.281807], [-2.334421, 0.664279, 0.465428], [-1.378836, 0.414434, 2.632966], [-0.424412, -0.164787, 3.449867], [2.997328, 0.169909, 2.915027], [3.045103, -1.165048, 1.845751], [3.984993, -1.312961, 3.311182], [1.935716, -2.617316, 3.335436], [1.861581, -1.459204, 4.672528], [0.961860, -2.240707, 1.134498], [-0.764566, -1.416088, -0.180804], [-2.729296, 0.070577, -0.202668], [-2.037953, 1.161990, 3.048303], [-0.567435, -0.200333, 4.524985], [1.408478, 1.844464, -2.282073], [-0.045679, 1.326729, -2.483851], [-0.181731, -0.077724, -2.563651], [-1.313439, -0.649345, -3.124719], [-2.383055, 0.167233, -3.530348], [-2.244705, 1.535156, -3.451786], [-0.999909, 2.079770, -3.136114], [1.937578, 0.947496, -1.941743], [1.725898, 2.555113, -1.542391], [1.663300, 1.908740, -3.341392], [0.506668, -0.836785, -2.203674], [-1.219381, -1.667529, -3.490258], [-3.265592, -0.344850, -3.894687], [-3.062741, 2.147450, -3.814621], [-0.802102, 3.132007, -3.300741]], "forces_ev_per_angstrom": [[-0.38, 0.34, 0.00], [-0.08, 0.41, -0.46], [-0.37, -0.80, -0.31], [-0.09, 0.45, -1.21], [0.03, -0.32, 0.87], [-0.20, 0.44, 0.18], [-0.84, 0.00, -0.25], [0.33, -0.35, -0.61], [0.70, -1.21, 0.14], [0.27, -0.12, 0.40], [-0.04, -0.24, -0.17], [0.14, 0.25, 0.17], [-0.31, -0.36, 0.33], [-0.06, 0.13, 0.00], [0.31, -0.03, 0.65], [-0.06, 0.26, -0.10], [0.62, 0.33, 0.41], [-0.34, -0.13, -0.17], [0.40, 0.96, 0.12], [-0.95, -2.70, -0.37], [1.60, -0.73, -0.58], [-1.02, -0.21, 0.35], [0.16, 0.77, -0.86], [0.41, -1.11, 0.56], [-0.07, 0.03, -0.86], [-0.66, 0.58, 1.13], [0.17, 0.02, -0.11], [-0.55, 1.10, -0.29], [0.89, 1.07, 0.36], [0.66, 0.71, 0.03], [-0.52, -0.21, 0.63], [-0.15, 0.41, -0.14], [0.17, 0.17, 0.04], [-0.17, 0.09, 0.12]], "nbo_charge": [-0.5930, -0.4132, -0.0642, -0.1374, -0.3113, 0.3035, -0.6863, -0.2684, -0.1958, 0.2071, 0.2015, 0.2072, 0.2048, 0.2091, 0.1947, 0.2147, 0.4875, 0.2265, 0.2130, -0.6464, 0.0127, -0.2254, -0.2284, -0.2313, -0.2059, -0.2136, 0.2100, 0.2331, 0.2293, 0.2122, 0.2119, 0.2143, 0.2154, 0.2122]}



Entry 4:
{"formula": "C15H18O", "method": "ωB97M-V/def2-TZVPD", "relative_energy_kcal_mol": 41.5, "e_lumo_ev": 0.760, "smiles": "C[C@H]1C=CC=C2Cc3occc3CC[C@@]21C", "elements": ["C", "C", "C", "C", "C", "C", "C", "C", "O", "C", "C", "C", "C", "C", "C", "C", "H", "H", "H", "H", "H", "H", "H", "H", "H", "H", "H", "H", "H", "H", "H", "H", "H", "H"], "coordinates": [[1.453741, 1.631927, -2.206200], [0.216167, 1.646866, -1.334163], [-0.882143, 1.062112, -2.179547], [-2.001542, 0.542034, -1.600956], [-2.169141, 0.596037, -0.162756], [-1.090922, 0.917429, 0.662139], [-1.437183, 1.103461, 2.140534], [-0.633412, 0.153704, 3.033884], [-1.217497, -0.750689, 3.860083], [-0.184107, -1.482243, 4.372318], [1.030136, -1.009202, 3.984270], [0.738809, 0.107928, 3.082011], [1.770062, 0.865638, 2.262655], [1.264620, 1.729283, 1.060572], [0.330191, 0.969006, 0.046048], [0.835346, -0.479790, -0.185267], [1.261757, 2.235808, -3.132317], [2.334192, 2.035546, -1.681900], [1.704207, 0.585009, -2.481603], [-0.072739, 2.688055, -1.129514], [-0.718573, 1.001325, -3.273952], [-2.777118, 0.074688, -2.210921], [-3.164246, 0.494442, 0.226970], [-2.512529, 0.969279, 2.388175], [-1.231999, 2.149015, 2.441017], [-0.295080, -2.403352, 4.953089], [1.991639, -1.390217, 4.286396], [2.278725, 1.572225, 2.965356], [2.559765, 0.129158, 1.894964], [2.158691, 2.073834, 0.525079], [0.753181, 2.618131, 1.504207], [0.347483, -0.964672, -1.050515], [0.641013, -1.102914, 0.705781], [1.903778, -0.451008, -0.366570]], "forces_ev_per_angstrom": [[0.88, 0.01, -0.20], [-0.43, 0.66, -0.02], [-1.54, -1.10, 0.35], [1.19, 0.25, -1.24], [2.50, 1.13, 1.11], [-3.07, -1.06, -1.39], [0.28, -0.32, 0.94], [1.31, 1.74, -0.89], [0.47, -0.64, -0.33], [1.38, -0.56, 0.54], [-1.14, 0.91, -0.64], [-0.46, -1.11, 0.10], [0.58, -0.01, 0.06], [-0.27, -0.40, 0.16], [-0.31, -0.32, 0.89], [-0.42, -0.24, 0.52], [0.30, -0.60, 0.80], [-0.23, 0.02, -0.29], [-0.15, 0.66, -0.08], [0.07, 0.18, -0.06], [-0.25, 0.14, 0.79], [0.18, 0.21, 0.12], [-0.22, -0.08, 0.33], [0.57, -0.10, -0.68], [0.10, -0.41, -0.05], [-0.89, 0.75, -0.14], [-0.01, -0.07, -0.07], [-0.09, -0.54, -0.57], [-0.99, 0.89, 0.53], [-0.19, 0.07, 0.15], [0.27, -0.52, -0.67], [0.13, 0.35, 0.42], [0.18, 0.25, -0.40], [0.28, -0.13, -0.07]], "nbo_charge": [-0.6037, -0.2645, -0.1597, -0.2347, -0.2448, 0.0923, -0.4879, 0.2842, -0.4079, 0.0748, -0.2956, -0.1207, -0.4220, -0.3835, -0.0831, -0.6277, 0.2176, 0.2068, 0.2093, 0.2168, 0.2084, 0.2119, 0.2080, 0.2390, 0.2238, 0.2061, 0.2250, 0.2208, 0.2139, 0.2132, 0.2069, 0.2264, 0.2269, 0.2040]}



Entry 5:
{"formula": "C15H18O2", "method": "ωB97M-V/def2-TZVPD", "relative_energy_kcal_mol": 60.9, "e_lumo_ev": 0.600, "smiles": "CCc1ccc(O)cc1.Cc1ccc(O)cc1", "elements": ["C", "C", "C", "C", "C", "C", "O", "C", "C", "H", "H", "H", "H", "H", "H", "H", "H", "H", "H", "C", "C", "C", "C", "C", "O", "C", "C", "H", "H", "H", "H", "H", "H", "H", "H"], "coordinates": [[-3.394479, 0.579069, 0.251716], [-1.859978, 0.334620, 0.526062], [-1.411275, -1.030254, 0.725457], [-1.205023, -1.828885, -0.410049], [-0.533770, -3.071934, -0.270757], [-0.291238, -3.483152, 1.067424], [0.175976, -4.757694, 1.133548], [-0.615510, -2.857443, 2.226237], [-1.148095, -1.550415, 1.967409], [-3.676602, 1.465461, -0.327455], [-3.944574, 0.412779, 1.197092], [-3.781993, -0.216463, -0.395957], [-1.296369, 0.733886, -0.374843], [-1.613452, 0.966219, 1.437100], [-1.731239, -1.488555, -1.310124], [-0.548075, -3.692210, -1.170253], [1.079965, -4.679991, 0.739946], [-0.488876, -3.189596, 3.272396], [-1.336311, -0.949468, 2.907228], [1.167591, 2.718628, -3.033857], [1.654777, 2.238029, -1.623906], [1.897149, 0.881444, -1.584210], [2.064285, 0.254951, -0.358661], [2.118344, 1.065698, 0.786815], [2.234756, 0.689696, 2.047987], [2.036815, 2.460878, 0.712522], [1.830456, 3.066187, -0.540781], [1.034103, 3.744458, -3.043183], [0.150696, 2.258369, -2.917540], [1.649086, 2.416145, -3.977105], [2.042317, 0.335687, -2.534518], [2.106377, -0.852648, -0.216374], [1.545403, -0.132020, 2.194371], [2.196414, 2.996426, 1.667529], [1.892364, 4.162105, -0.771269]], "forces_ev_per_angstrom": [[0.19, -1.70, 0.03], [-0.81, 3.55, -0.52], [0.26, -1.31, -0.02], [0.39, -1.32, 0.56], [-2.49, 2.83, 0.34], [-0.01, -1.70, -1.62], [2.39, -1.09, -0.04], [-0.92, 2.88, -0.54], [0.32, -0.18, 2.76], [0.41, 0.28, 0.80], [0.07, 0.66, -0.46], [0.21, -0.21, 0.00], [-0.47, -0.12, 1.19], [0.04, -0.61, -1.18], [0.84, -0.25, -0.09], [0.64, -0.31, 0.75], [-1.03, -0.77, 0.45], [0.10, -0.18, -1.09], [0.04, -0.36, -1.34], [-0.99, -2.05, 1.83], [0.90, 0.26, -3.11], [0.28, -0.98, 0.39], [0.13, -0.70, 1.06], [-0.71, 2.03, -1.84], [-2.49, -5.13, 2.68], [0.39, 0.61, -0.90], [0.27, 0.65, 0.47], [-0.23, 2.18, -0.07], [0.52, 0.58, -1.18], [0.12, -0.32, 0.78], [-0.60, 0.16, 0.68], [0.19, 1.01, -0.36], [2.71, 2.81, -0.35], [-0.24, -0.16, -0.85], [-0.40, -1.05, 0.78]], "nbo_charge": [-0.6082, -0.4199, -0.0873, -0.1517, -0.2806, 0.2663, -0.6912, -0.2774, -0.1809, 0.2194, 0.2090, 0.1988, 0.2174, 0.2143, 0.2119, 0.2344, 0.4758, 0.2431, 0.2072, -0.6249, -0.0403, -0.2063, -0.2765, 0.2787, -0.6767, -0.2561, -0.2055, 0.2058, 0.2160, 0.2200, 0.2156, 0.2185, 0.4861, 0.2268, 0.2180]}